# 1
# C14H21F3N3O17

A 7-piece molecular cluster, C14H21F3N3O17 overall in a non-equilibrium geometry (ωB97M-V/def2-TZVPD, the OMol25 dataset).

Last column: natural (NBO) charge in e.
CARTESIAN COORDINATES (ANGSTROEM)
1 C 0.54 -0.64 0.16  -0.761
2 C 0.51 0.58 1.09  0.746
3 O 0.54 1.70 0.52  -0.797
4 O 0.14 0.35 2.26  -0.769
5 H -0.25 -1.39 0.24  0.207
6 H 1.50 -1.14 0.40  0.199
7 H 0.68 -0.41 -0.90  0.200
8 C -3.44 1.36 -1.88  -0.122
9 C -2.22 0.55 -1.42  0.410
10 O -1.66 0.12 -2.63  -0.488
11 C -2.60 0.18 -3.61  0.970
12 O -2.48 -0.33 -4.68  -0.564
13 O -3.72 0.79 -3.17  -0.489
14 F -2.72 -0.52 -0.69  -0.371
15 H -3.17 2.41 -1.99  0.190
16 H -4.33 1.20 -1.28  0.215
17 H -1.55 1.10 -0.75  0.241
18 C 2.46 -2.82 3.19  -0.130
19 C 0.94 -2.68 3.35  0.419
20 O 0.83 -1.86 4.50  -0.466
21 C 1.99 -1.90 5.18  0.971
22 O 2.19 -1.32 6.21  -0.583
23 O 2.92 -2.57 4.52  -0.485
24 F 0.42 -3.94 3.55  -0.358
25 H 2.84 -2.05 2.52  0.210
26 H 2.76 -3.80 2.84  0.207
27 H 0.44 -2.18 2.53  0.207
28 C 3.77 2.07 -0.36  -0.132
29 C 3.26 1.46 -1.66  0.427
30 O 3.51 0.08 -1.54  -0.497
31 C 4.13 -0.17 -0.33  0.981
32 O 4.62 -1.20 -0.02  -0.586
33 O 4.23 0.94 0.37  -0.471
34 F 3.88 1.96 -2.77  -0.350
35 H 3.04 2.74 0.09  0.244
36 H 4.69 2.65 -0.53  0.190
37 H 2.18 1.62 -1.78  0.188
38 C -0.09 -2.89 -2.70  -0.478
39 N -0.82 -3.99 -3.39  0.528
40 O -1.25 -3.74 -4.51  -0.376
41 O -1.13 -4.98 -2.75  -0.393
42 H 0.78 -3.36 -2.25  0.227
43 H -0.79 -2.59 -1.93  0.246
44 H 0.22 -2.13 -3.41  0.242
45 C -3.15 -0.77 2.86  -0.502
46 N -3.34 0.13 4.00  0.530
47 O -4.31 -0.14 4.71  -0.439
48 O -2.63 1.06 4.20  -0.320
49 H -4.07 -0.85 2.28  0.226
50 H -3.02 -1.78 3.23  0.232
51 H -2.28 -0.46 2.28  0.268
52 C -0.65 5.41 -2.30  -0.484
53 N -0.81 4.06 -1.66  0.523
54 O -0.56 3.06 -2.31  -0.392
55 O -0.98 4.07 -0.46  -0.333
56 H -1.66 5.83 -2.29  0.225
57 H -0.42 5.18 -3.34  0.226
58 H 0.08 5.99 -1.75  0.240

Results
* E_tot: -62283.165 eV
* LUMO: 1.94 eV
* max |F|: 0.0646 hartree/bohr
* total charge: -1
* HOMO-LUMO gap: 7.6 eV

# 2
# C14H21FN6O3

The molecule C14H21FN6O3 in a non-equilibrium geometry (ωB97M-V/def2-TZVPD, the OMol25 dataset).

Last column: natural (NBO) charge in e.
CARTESIAN COORDINATES (ANGSTROEM)
1 C 0.30 -3.34 -3.66  -0.607
2 C -0.96 -2.58 -3.27  -0.412
3 C -0.66 -1.34 -2.42  0.231
4 C -0.03 -0.23 -3.36  -0.069
5 O 0.10 1.03 -2.71  -0.785
6 O 0.20 -1.74 -1.30  -0.519
7 C -0.58 -1.91 -0.15  0.231
8 N 0.04 -1.13 0.90  -0.377
9 C 0.48 -1.63 2.11  0.207
10 N 0.91 -0.68 2.91  -0.433
11 C 0.74 0.50 2.19  -0.085
12 C 0.97 1.85 2.44  0.475
13 N 1.48 2.29 3.67  -0.418
14 C 1.08 3.60 4.20  -0.401
15 C 2.34 1.41 4.47  -0.406
16 N 0.73 2.79 1.56  -0.557
17 C 0.19 2.36 0.45  0.578
18 N 0.07 3.34 -0.40  -0.761
19 N -0.04 1.17 0.05  -0.605
20 C 0.22 0.23 0.95  0.390
21 C -2.04 -1.52 -0.48  0.158
22 F -2.64 -0.79 0.50  -0.344
23 C -1.94 -0.76 -1.80  0.025
24 O -3.11 -1.00 -2.61  -0.723
25 H 1.08 -2.70 -4.07  0.206
26 H 0.61 -3.87 -2.78  0.208
27 H 0.05 -4.06 -4.43  0.209
28 H -1.48 -2.28 -4.21  0.220
29 H -1.62 -3.25 -2.75  0.201
30 H 0.99 -0.59 -3.71  0.171
31 H -0.68 -0.13 -4.25  0.192
32 H 0.20 0.90 -1.72  0.496
33 H -0.60 -2.96 0.10  0.190
34 H 0.47 -2.66 2.34  0.202
35 H 1.72 4.42 3.76  0.198
36 H 0.02 3.80 3.97  0.213
37 H 1.23 3.58 5.28  0.202
38 H 1.69 0.80 5.13  0.203
39 H 2.96 0.76 3.84  0.218
40 H 3.05 1.98 5.06  0.199
41 H 0.20 2.96 -1.32  0.393
42 H 0.72 4.03 -0.10  0.393
43 H -2.67 -2.42 -0.57  0.180
44 H -1.90 0.32 -1.55  0.227
45 H -3.88 -0.56 -2.20  0.483

Results
* E_tot: -32659.119 eV
* LUMO: 0.71 eV
* SMILES string: CC[C@]1(CO)O[C@@H](n2cnc3c(N(C)C)nc(N)nc32)[C@@H](F)[C@@H]1O
* max |F|: 0.0804 hartree/bohr
* HOMO-LUMO gap: 8.7 eV

# 3
# C14H21HfN5OS

C14H21HfN5OS as an isolated structure (ωB97M-V/def2-TZVPD, the OMol25 dataset).

Last column: Löwdin charge in e.
CARTESIAN COORDINATES (ANGSTROEM)
1 Hf -0.01 -0.30 -0.91  1.711
2 C -4.01 -0.43 1.25  0.060
3 C -2.82 -0.55 0.36  -0.155
4 N -1.67 0.06 0.51  -0.081
5 N -1.53 0.96 1.56  0.047
6 C -0.62 1.94 1.44  -0.669
7 N -0.53 2.90 2.32  0.230
8 S 0.54 1.88 0.13  0.777
9 C -2.91 -1.39 -0.85  -0.194
10 C -4.04 -2.09 -1.20  0.091
11 C -4.05 -2.79 -2.42  0.092
12 C -2.94 -2.75 -3.24  0.055
13 C -1.83 -2.03 -2.81  -0.049
14 N -1.80 -1.36 -1.65  -0.068
15 H -3.94 0.29 2.06  0.098
16 H -4.19 -1.42 1.70  0.149
17 H -4.88 -0.17 0.65  0.137
18 H -2.20 0.93 2.31  0.172
19 H -1.16 2.97 3.12  0.176
20 H 0.17 3.63 2.23  0.162
21 H -4.91 -2.10 -0.57  0.150
22 H -4.93 -3.34 -2.72  0.162
23 H -2.90 -3.26 -4.19  0.155
24 H -0.94 -1.99 -3.44  0.126
25 O 1.23 -1.50 0.08  -0.114
26 C 2.49 -1.28 -0.20  -0.374
27 C 3.54 -2.10 0.31  0.007
28 C 3.34 -3.35 -0.69  -0.074
29 C 3.23 -3.06 -2.19  -0.129
30 C 1.95 -2.35 -2.69  -0.161
31 C 2.08 -0.83 -2.55  -0.179
32 N 2.64 -0.39 -1.24  0.066
33 H 3.40 -2.43 1.34  0.162
34 H 4.53 -1.66 0.14  0.161
35 H 2.48 -3.91 -0.33  0.136
36 H 4.24 -3.94 -0.51  0.155
37 H 3.28 -4.03 -2.70  0.149
38 H 4.11 -2.51 -2.55  0.147
39 H 1.07 -2.77 -2.17  0.105
40 H 1.79 -2.55 -3.75  0.148
41 H 1.14 -0.24 -2.83  0.096
42 H 2.72 -0.42 -3.33  0.174
43 H 3.56 0.03 -1.33  0.191

Results
* E_tot: -36457.463 eV
* LUMO: -15.10 eV
* max |F|: 0.0129 hartree/bohr
* total charge: +4
* HOMO-LUMO gap: 7.8 eV

# 4
# C14H21IrN5O6S3

C14H21IrN5O6S3 as an isolated structure (ωB97M-V/def2-TZVPD, the OMol25 dataset).

Last column: natural (NBO) charge in e.
CARTESIAN COORDINATES (ANGSTROEM)
1 Ir 0.17 0.29 0.78  1.483
2 N 1.30 -0.68 -0.67  -0.743
3 C 0.93 -2.12 -0.76  -0.273
4 C 0.47 -2.59 0.60  -0.247
5 N -0.49 -1.59 1.19  -0.505
6 C -1.93 -1.71 0.78  -0.247
7 C -2.15 -0.99 -0.53  -0.275
8 N -1.49 0.35 -0.46  -0.743
9 H 1.17 -0.27 -1.60  0.456
10 H 2.27 -0.56 -0.39  0.426
11 H 1.78 -2.71 -1.09  0.253
12 H 0.15 -2.21 -1.52  0.246
13 H 1.31 -2.64 1.30  0.247
14 H 0.00 -3.57 0.56  0.245
15 H -0.45 -1.68 2.20  0.441
16 H -2.51 -1.24 1.58  0.247
17 H -2.21 -2.76 0.73  0.245
18 H -3.22 -0.87 -0.72  0.252
19 H -1.72 -1.52 -1.38  0.249
20 H -2.12 1.05 -0.07  0.425
21 H -1.25 0.62 -1.42  0.456
22 O 1.64 -0.03 2.21  -0.918
23 S 2.47 1.23 1.98  2.382
24 O 3.86 1.03 2.15  -0.843
25 O 2.01 1.60 0.61  -0.875
26 C 1.90 2.45 3.12  -0.390
27 C 2.87 2.95 3.96  -0.135
28 C 2.55 3.93 4.90  -0.154
29 C 1.26 4.41 4.99  -0.155
30 C 0.27 3.92 4.14  -0.159
31 C 0.57 2.95 3.21  -0.279
32 S -0.79 2.44 2.21  2.370
33 O -0.96 0.93 2.39  -0.918
34 O -1.94 3.18 2.56  -0.843
35 O -0.38 2.48 0.77  -0.876
36 H 3.88 2.58 3.88  0.268
37 H 3.32 4.31 5.55  0.253
38 H 1.01 5.17 5.72  0.253
39 H -0.74 4.29 4.21  0.267
40 S -0.15 0.28 -3.45  -0.333
41 C -0.73 -1.07 -4.28  0.283
42 N -0.78 -1.01 -5.64  -0.498
43 C -1.22 -2.01 -6.43  0.137
44 C -1.64 -3.16 -5.84  -0.318
45 C -1.58 -3.21 -4.45  0.161
46 N -1.15 -2.21 -3.69  -0.517
47 H -0.46 -0.14 -6.06  0.456
48 H -1.21 -1.83 -7.50  0.255
49 H -2.00 -3.99 -6.43  0.270
50 H -1.90 -4.10 -3.92  0.221

Results
* E_tot: -69924.032 eV
* LUMO (spin up / spin down): -6.78 / -8.98 eV
* max |F|: 0.0070 hartree/bohr
* total charge: +2
* spin multiplicity: 2
* HOMO-LUMO gap (spin up / spin down): 7.6 / 5.4 eV

# 5
# C14H21MnN2OS5Si

C14H21MnN2OS5Si as an isolated structure (ωB97M-V/def2-TZVPD, the OMol25 dataset).

Last column: natural (NBO) charge in e.
CARTESIAN COORDINATES (ANGSTROEM)
1 Mn -0.32 -0.28 -1.11  1.124
2 C 2.94 -0.74 -2.67  -0.651
3 C 2.85 -0.50 -1.20  0.269
4 C 3.95 -0.42 -0.38  -0.322
5 C 3.75 -0.13 0.98  -0.109
6 C 2.50 0.08 1.50  -0.322
7 C 1.38 -0.03 0.64  0.430
8 N 1.62 -0.31 -0.68  -0.622
9 N 0.07 0.06 0.89  -1.132
10 Si -0.65 0.98 2.20  1.803
11 C -0.23 2.77 1.94  -1.137
12 C -2.48 0.72 2.18  -1.134
13 C 0.01 0.41 3.85  -1.131
14 H 3.59 -1.59 -2.88  0.229
15 H 3.37 0.13 -3.17  0.245
16 H 1.96 -0.93 -3.12  0.223
17 H 4.94 -0.57 -0.79  0.223
18 H 4.61 -0.06 1.63  0.219
19 H 2.36 0.29 2.55  0.231
20 H -0.54 3.09 0.95  0.247
21 H 0.85 2.95 2.03  0.236
22 H -0.73 3.41 2.68  0.239
23 H -2.89 0.77 1.17  0.253
24 H -2.96 1.50 2.77  0.240
25 H -2.75 -0.24 2.61  0.237
26 H 0.99 0.83 4.10  0.227
27 H 0.07 -0.68 3.91  0.237
28 H -0.68 0.74 4.64  0.241
29 O -4.74 4.52 -2.76  -0.554
30 C -3.96 3.64 -2.55  0.207
31 S -2.21 3.78 -2.84  0.343
32 C -1.81 2.16 -2.32  -0.386
33 C -2.80 1.39 -1.88  -0.409
34 S -2.58 -0.28 -1.38  -0.153
35 S -4.42 2.07 -1.86  0.334
36 S -0.13 1.64 -2.41  -0.198
37 C -1.85 -3.43 -1.49  -0.738
38 S -0.25 -2.69 -1.86  0.276
39 C 0.75 -3.47 -0.59  -0.741
40 H -1.79 -4.51 -1.64  0.230
41 H -2.57 -3.00 -2.17  0.261
42 H -2.15 -3.22 -0.46  0.230
43 H 0.38 -3.21 0.41  0.230
44 H 1.77 -3.10 -0.69  0.244
45 H 0.75 -4.55 -0.73  0.231

Results
* E_tot: -113264.316 eV
* LUMO (spin up / spin down): -1.49 / -0.28 eV
* max |F|: 0.0103 hartree/bohr
* spin multiplicity: 5
* HOMO-LUMO gap (spin up / spin down): 5.7 / 7.2 eV

# 6
# C14H21N2Sc

C14H21N2Sc as an isolated structure in a non-equilibrium geometry (ωB97M-V/def2-TZVPD, the OMol25 dataset).

Last column: natural (NBO) charge in e.
CARTESIAN COORDINATES (ANGSTROEM)
1 Sc 0.02 0.02 0.25  2.088
2 C 0.11 -1.22 -1.77  -0.141
3 C -1.13 -0.49 -1.74  -0.129
4 C -0.81 0.93 -1.76  -0.165
5 C 0.63 1.07 -1.80  -0.127
6 C 1.20 -0.26 -1.77  -0.152
7 C 2.63 -0.63 -2.05  -0.651
8 C 1.33 2.32 -2.23  -0.651
9 C -1.78 2.00 -2.15  -0.655
10 C -2.50 -1.04 -2.04  -0.652
11 C 0.30 -2.66 -2.16  -0.650
12 H 2.68 -1.15 -3.01  0.262
13 H 3.04 -1.30 -1.30  0.236
14 H 3.27 0.25 -2.12  0.245
15 H 0.91 2.65 -3.18  0.261
16 H 2.39 2.15 -2.38  0.245
17 H 1.20 3.15 -1.52  0.241
18 H -1.84 2.03 -3.24  0.262
19 H -1.44 2.99 -1.82  0.244
20 H -2.78 1.81 -1.77  0.242
21 H -2.85 -0.61 -2.98  0.261
22 H -3.23 -0.78 -1.28  0.236
23 H -2.48 -2.12 -2.16  0.246
24 H 0.79 -2.68 -3.14  0.259
25 H -0.65 -3.18 -2.25  0.246
26 H 0.94 -3.21 -1.46  0.240
27 C 0.78 0.00 5.88  -0.423
28 N 0.20 0.00 4.56  -0.271
29 C -1.13 0.00 4.30  -0.011
30 C -1.27 0.00 2.94  -0.102
31 N -0.02 0.00 2.36  -0.748
32 C 0.85 0.00 3.39  0.241
33 H -0.03 0.00 6.61  0.248
34 H 1.39 0.88 6.03  0.245
35 H 1.39 -0.89 6.03  0.245
36 H -1.87 0.00 5.08  0.265
37 H -2.19 0.00 2.36  0.235
38 H 1.92 -0.01 3.28  0.237

Results
* E_tot: -38525.072 eV
* LUMO: -7.94 eV
* max |F|: 0.0253 hartree/bohr
* total charge: +2
* HOMO-LUMO gap: 7.8 eV

What did the third record say?
# C14H21HfN5OS

C14H21HfN5OS as an isolated structure (ωB97M-V/def2-TZVPD, the OMol25 dataset).

Last column: Löwdin charge in e.
CARTESIAN COORDINATES (ANGSTROEM)
1 Hf -0.01 -0.30 -0.91  1.711
2 C -4.01 -0.43 1.25  0.060
3 C -2.82 -0.55 0.36  -0.155
4 N -1.67 0.06 0.51  -0.081
5 N -1.53 0.96 1.56  0.047
6 C -0.62 1.94 1.44  -0.669
7 N -0.53 2.90 2.32  0.230
8 S 0.54 1.88 0.13  0.777
9 C -2.91 -1.39 -0.85  -0.194
10 C -4.04 -2.09 -1.20  0.091
11 C -4.05 -2.79 -2.42  0.092
12 C -2.94 -2.75 -3.24  0.055
13 C -1.83 -2.03 -2.81  -0.049
14 N -1.80 -1.36 -1.65  -0.068
15 H -3.94 0.29 2.06  0.098
16 H -4.19 -1.42 1.70  0.149
17 H -4.88 -0.17 0.65  0.137
18 H -2.20 0.93 2.31  0.172
19 H -1.16 2.97 3.12  0.176
20 H 0.17 3.63 2.23  0.162
21 H -4.91 -2.10 -0.57  0.150
22 H -4.93 -3.34 -2.72  0.162
23 H -2.90 -3.26 -4.19  0.155
24 H -0.94 -1.99 -3.44  0.126
25 O 1.23 -1.50 0.08  -0.114
26 C 2.49 -1.28 -0.20  -0.374
27 C 3.54 -2.10 0.31  0.007
28 C 3.34 -3.35 -0.69  -0.074
29 C 3.23 -3.06 -2.19  -0.129
30 C 1.95 -2.35 -2.69  -0.161
31 C 2.08 -0.83 -2.55  -0.179
32 N 2.64 -0.39 -1.24  0.066
33 H 3.40 -2.43 1.34  0.162
34 H 4.53 -1.66 0.14  0.161
35 H 2.48 -3.91 -0.33  0.136
36 H 4.24 -3.94 -0.51  0.155
37 H 3.28 -4.03 -2.70  0.149
38 H 4.11 -2.51 -2.55  0.147
39 H 1.07 -2.77 -2.17  0.105
40 H 1.79 -2.55 -3.75  0.148
41 H 1.14 -0.24 -2.83  0.096
42 H 2.72 -0.42 -3.33  0.174
43 H 3.56 0.03 -1.33  0.191

Results
* E_tot: -36457.463 eV
* LUMO: -15.10 eV
* max |F|: 0.0129 hartree/bohr
* total charge: +4
* HOMO-LUMO gap: 7.8 eV